77
Properties=species:S:1:pos:R:3 method="wB97M-V/def2-TZVPD" spin_multiplicity=1 smiles="COC(=O)OC.C1CCOC1.C1CCOC1.C1CCOC1.C1CCOC1.C1CCOC1" e_above_lowest_kcal_mol=24.0 homo_energy_ev=-9.52
C -22.5449 -6.3608 -19.6266
O -21.5052 -5.5924 -19.0682
C -20.2567 -5.7963 -19.4444
O -19.7967 -6.4781 -20.3312
O -19.5762 -4.9168 -18.7688
C -18.1850 -4.7482 -18.8844
H -22.3211 -7.3961 -19.8842
H -22.9254 -5.9642 -20.5679
H -23.4860 -6.4378 -19.0821
H -17.9933 -4.5371 -19.9365
H -17.6914 -5.6643 -18.5602
H -17.8413 -3.9744 -18.1980
C -23.2805 -3.9098 -14.5042
C -23.0153 -4.3204 -15.9530
C -22.1360 -3.1861 -16.4598
O -21.8591 -2.3460 -15.3275
C -22.9866 -2.4798 -14.4518
H -22.7369 -4.5895 -13.8480
H -24.3061 -4.0821 -14.1778
H -23.9342 -4.4427 -16.5264
H -22.5152 -5.2833 -16.0572
H -22.6717 -2.5772 -17.1881
H -21.2121 -3.4748 -16.9609
H -23.6671 -1.7665 -14.9168
H -22.5970 -2.1307 -13.4956
C -19.5370 -5.6248 -14.4838
C -18.6116 -6.1587 -13.4821
C -19.0330 -7.6130 -13.5528
O -19.0567 -7.8660 -14.9210
C -19.7390 -6.7496 -15.5497
H -19.0528 -4.7327 -14.8811
H -20.4570 -5.2352 -14.0481
H -18.8134 -5.8109 -12.4690
H -17.5385 -5.9787 -13.5462
H -19.9781 -7.9301 -13.1118
H -18.3043 -8.1983 -12.9920
H -20.8127 -6.9369 -15.5635
H -19.3628 -6.4719 -16.5343
C -21.5225 -1.0767 -20.2539
C -21.7156 -0.1599 -21.4098
C -23.2034 -0.2255 -21.5441
O -23.6685 -1.5117 -21.1093
C -22.6012 -2.1491 -20.3860
H -21.7032 -0.5083 -19.3416
H -20.5158 -1.4835 -20.1586
H -21.2676 -0.6180 -22.2915
H -21.3479 0.8655 -21.3710
H -23.5644 0.1199 -22.5128
H -23.6021 0.4922 -20.8271
H -22.2233 -2.9285 -21.0477
H -23.0019 -2.5083 -19.4381
C -23.2276 -3.1560 -9.3296
C -22.0487 -3.4086 -10.2460
C -22.0051 -4.9465 -10.2935
O -22.2774 -5.3039 -8.9483
C -23.0981 -4.3220 -8.3221
H -24.1668 -3.4246 -9.8133
H -23.3690 -2.1943 -8.8363
H -21.1905 -2.9136 -9.7916
H -22.2181 -3.0736 -11.2693
H -20.9961 -5.2786 -10.5376
H -22.7391 -5.3808 -10.9724
H -22.7142 -3.9650 -7.3665
H -23.9928 -4.8882 -8.0631
C -18.1764 -0.5863 -17.7369
C -18.7944 -1.5083 -16.7391
C -17.5715 -1.8661 -15.8501
O -16.4372 -1.5045 -16.6287
C -16.7232 -0.2617 -17.3035
H -18.6444 0.3928 -17.6348
H -18.3517 -0.9329 -18.7554
H -19.2796 -2.3184 -17.2836
H -19.6001 -1.0369 -16.1762
H -17.5727 -2.9421 -15.6759
H -17.4854 -1.2891 -14.9294
H -16.0437 -0.1223 -18.1443
H -16.6173 0.5698 -16.6069